ORCA calculation (ωB97M-V with the def2-TZVPD basis set) on a cluster of 4 separate species, C16H40O8 in total at a distorted geometry.

Last columns: bonded neighbours and bond lengths (Å).
Element x y z (Å)
1 C 1.2323 4.6880 1.4370  O2 1.371, H7 1.090, H8 1.090, H9 1.090
2 O 0.2320 3.7591 1.5632  C1 1.371, C3 1.395
3 C 0.6833 2.4640 1.3099  O2 1.395, C4 1.588, H10 1.090, H11 1.090
4 C -0.4659 1.5285 1.8799  C3 1.588, O5 1.471, H12 1.090, H13 1.090
5 O -0.3118 1.3766 3.3354  C4 1.471, C6 1.458
6 C -0.5278 2.5585 4.1617  O5 1.458, H14 1.090, H15 1.090, H16 1.090
7 H 2.0581 4.5671 2.1381  C1 1.090
8 H 0.7880 5.6814 1.4991  C1 1.090
9 H 1.6867 4.5617 0.4543  C1 1.090
10 H 1.6379 2.1977 1.7636  C3 1.090
11 H 0.8078 2.3227 0.2363  C3 1.090
12 H -0.2782 0.5080 1.5459  C4 1.090
13 H -1.5215 1.7646 1.7454  C4 1.090
14 H 0.3830 3.1411 4.2993  C6 1.090
15 H -0.7614 2.1714 5.1535  C6 1.090
16 H -1.3568 3.2121 3.8902  C6 1.090
17 C 3.0946 -6.7641 2.0497  O18 1.425, H23 1.090, H24 1.090, H25 1.090
18 O 3.0473 -6.2869 0.7081  C17 1.425, C19 1.435
19 C 4.2798 -6.0698 0.0062  O18 1.435, C20 1.590, H26 1.090, H27 1.090
20 C 5.0223 -4.8032 0.6162  C19 1.590, O21 1.395, H28 1.090, H29 1.090
21 O 6.4005 -4.9698 0.7489  C20 1.395, C22 1.442
22 C 7.1975 -5.0800 -0.4480  O21 1.442, H30 1.090, H31 1.090, H32 1.090
23 H 3.7223 -7.6543 2.0883  C17 1.090
24 H 2.0787 -7.1385 2.1756  C17 1.090
25 H 3.2521 -5.9492 2.7563  C17 1.090
26 H 4.1423 -5.8981 -1.0613  C19 1.090
27 H 4.8907 -6.9665 0.1108  C19 1.090
28 H 4.6796 -4.7303 1.6484  C20 1.090
29 H 4.7998 -3.8169 0.2092  C20 1.090
30 H 8.2550 -5.1985 -0.2120  C22 1.090
31 H 7.0598 -4.2074 -1.0865  C22 1.090
32 H 6.8707 -5.9627 -0.9977  C22 1.090
33 C 4.7332 -0.3025 -7.0012  O34 1.401, H39 1.090, H40 1.090, H41 1.090
34 O 3.5048 -0.9421 -6.7884  C33 1.401, C35 1.463
35 C 2.4920 -0.5441 -7.7656  O34 1.463, C36 1.459, H42 1.090, H43 1.090
36 C 2.0505 0.8432 -7.8571  C35 1.459, O37 1.453, H44 1.090, H45 1.090
37 O 1.5105 1.3339 -6.5999  C36 1.453, C38 1.407
38 C 1.1351 2.6878 -6.5188  O37 1.407, H46 1.090, H47 1.090, H48 1.090
39 H 4.9157 -0.2603 -8.0750  C33 1.090
40 H 5.5832 -0.8071 -6.5419  C33 1.090
41 H 4.6821 0.6393 -6.4550  C33 1.090
42 H 1.6169 -1.1890 -7.6857  C35 1.090
43 H 2.8772 -0.8620 -8.7345  C35 1.090
44 H 1.3821 1.0045 -8.7028  C36 1.090
45 H 2.9210 1.4158 -8.1773  C36 1.090
46 H 0.1305 2.6816 -6.9415  C38 1.090
47 H 1.8043 3.3829 -7.0260  C38 1.090
48 H 0.9039 3.0095 -5.5033  C38 1.090
49 C -7.3656 0.8058 6.3942  O50 1.405, H55 1.090, H56 1.090, H57 1.090
50 O -8.5523 1.5535 6.3163  C49 1.405, C51 1.468
51 C -8.6755 2.5174 5.2166  O50 1.468, C52 1.543, H58 1.090, H59 1.090
52 C -8.6006 1.8820 3.8127  C51 1.543, O53 1.438, H60 1.090, H61 1.090
53 O -7.3021 1.9374 3.1965  C52 1.438, C54 1.464
54 C -7.0467 3.0762 2.3129  O53 1.464, H62 1.090, H63 1.090, H64 1.090
55 H -7.3106 0.0470 7.1747  C49 1.090
56 H -6.4434 1.3857 6.3573  C49 1.090
57 H -7.3107 0.2051 5.4863  C49 1.090
58 H -7.8791 3.2304 5.4298  C51 1.090
59 H -9.6304 2.9999 5.4250  C51 1.090
60 H -9.4404 2.1968 3.1931  C52 1.090
61 H -8.8204 0.8209 3.9308  C52 1.090
62 H -7.3039 3.9509 2.9104  C54 1.090
63 H -7.6569 3.1909 1.4171  C54 1.090
64 H -5.9832 3.1024 2.0755  C54 1.090

Properties
- energy relative to the best compared isomer or geometry (same formula, charge and spin) (kcal/mol) = 138.3
- multiplicity = 1
- structure (SMILES) = COCCOC.COCCOC.COCCOC.COCCOC
- orbital gap (eV) = 9.97